Record 1
Computed, not measured: a structure of composition C23H17Cl3N3OTl at a distorted geometry, with the ωB97M-V functional and the def2-TZVPD basis.

Last column: Mulliken charge in e.
Cartesian coordinates (Å):
Tl  0.406  -1.263  0.067  0.731
C  -1.236  -0.407  3.079  -1.248
C  0.150  0.186  3.279  0.984
C  0.533  0.835  4.467  -0.774
C  1.847  1.238  4.621  -0.427
C  2.748  1.059  3.598  -0.921
C  2.282  0.424  2.434  0.758
N  1.034  0.008  2.296  -0.188
C  3.165  0.133  1.289  0.623
C  4.497  -0.179  1.529  -0.948
C  5.283  -0.446  0.444  -0.711
C  4.730  -0.409  -0.848  -0.847
C  3.367  -0.218  -0.999  0.601
N  2.554  -0.014  0.075  -0.248
C  2.695  -0.161  -2.293  0.830
C  3.365  0.071  -3.463  -0.718
C  2.602  0.150  -4.682  -0.473
C  1.226  -0.098  -4.656  -0.736
C  0.628  -0.265  -3.397  0.903
C  -0.823  -0.450  -3.276  -1.214
N  1.355  -0.281  -2.262  -0.073
H  -1.946  -0.227  3.906  0.404
H  -1.113  -1.485  2.959  0.349
H  -1.613  0.006  2.148  0.002
H  -0.149  1.011  5.293  0.360
H  2.108  1.674  5.558  0.488
H  3.777  1.283  3.811  0.416
H  4.771  -0.267  2.556  0.442
H  6.299  -0.747  0.673  0.442
H  5.351  -0.700  -1.692  0.320
H  4.459  0.199  -3.526  0.289
H  3.103  0.310  -5.638  0.426
H  0.616  -0.098  -5.568  0.372
H  -1.266  -0.817  -4.223  0.388
H  -1.294  0.502  -2.968  0.200
H  -1.127  -1.167  -2.574  0.190
Cl  -8.392  0.414  -0.127  -0.021
C  -6.684  0.195  -0.111  0.825
C  -6.187  -0.914  -0.828  -0.757
C  -4.854  -1.034  -0.863  0.447
Cl  -4.137  -2.385  -1.689  -0.051
C  -3.929  -0.094  -0.256  0.008
O  -2.745  -0.172  -0.430  -0.234
C  -4.583  0.987  0.495  0.590
Cl  -3.614  2.127  1.360  -0.032
C  -5.957  1.177  0.534  -0.793
H  -6.858  -1.648  -1.204  0.530
H  -6.447  1.959  1.100  0.494

Its net charge is +2. Its largest force on an atom is 3.83 eV Å⁻¹. For the LUMO energy, the calculation gives -0.3699 Eh.

=====

Record 2
Computed, not measured: a cluster of 3 separate species, C19H26N6O6 in total at a distorted geometry, with the ωB97M-V functional and the def2-TZVPD basis.

Last column: Mulliken charge in e.
Cartesian coordinates (Å):
N  -1.006  0.807  -2.951  -0.591
C  -1.919  0.048  -3.355  0.248
N  -2.043  -0.206  -4.768  -0.637
N  -2.839  -0.639  -2.515  -0.315
C  -2.267  -1.827  -1.849  -0.586
C  -2.481  -1.883  -0.331  -1.156
C  -1.345  -1.215  0.491  -0.142
C  -1.701  0.263  0.735  -1.598
C  -0.531  1.217  1.096  1.978
C  0.884  0.614  1.198  -1.122
O  1.857  1.610  0.834  -0.218
N  2.668  1.151  -0.249  0.048
O  2.432  1.707  -1.239  -0.176
O  -0.433  2.213  0.054  -0.416
C  -1.056  3.327  0.496  0.387
O  -1.732  4.013  -0.080  -0.415
O  -0.686  3.421  1.821  -0.536
C  -0.997  2.089  2.297  -0.186
O  -0.235  1.884  3.429  -0.408
H  -1.097  0.800  -1.933  0.223
H  -1.161  -0.641  -5.022  0.282
H  -2.091  0.708  -5.203  0.352
H  -3.306  -0.016  -1.875  0.391
H  -2.753  -2.696  -2.282  0.369
H  -1.201  -1.899  -2.051  0.298
H  -2.552  -2.932  -0.075  0.455
H  -3.411  -1.402  -0.043  0.458
H  -1.342  -1.713  1.455  0.409
H  -0.439  -1.362  -0.081  0.188
H  -2.223  0.668  -0.121  0.287
H  -2.426  0.271  1.541  0.390
H  1.036  -0.226  0.532  0.600
H  1.139  0.336  2.211  0.239
H  -2.069  2.163  2.472  0.638
H  -0.320  2.707  3.932  0.299
N  1.186  -0.840  -6.381  -0.502
C  2.105  -1.695  -6.827  -0.229
C  3.459  -1.579  -6.556  -0.381
C  3.882  -0.513  -5.778  -0.157
C  2.942  0.387  -5.306  -0.600
C  1.611  0.181  -5.635  -0.046
H  1.727  -2.513  -7.431  0.366
H  4.161  -2.304  -6.942  0.351
H  4.932  -0.386  -5.543  0.368
H  3.231  1.232  -4.695  0.358
H  0.832  0.850  -5.287  0.448
N  -0.865  -0.654  6.702  -0.516
C  -0.413  -1.027  7.898  -0.268
C  0.921  -0.965  8.272  -0.300
C  1.840  -0.494  7.349  -0.516
C  1.391  -0.103  6.098  -0.270
C  0.034  -0.202  5.827  -0.334
H  -1.167  -1.392  8.588  0.364
H  1.230  -1.279  9.260  0.365
H  2.891  -0.431  7.601  0.365
H  2.075  0.270  5.349  0.400
H  -0.361  0.096  4.866  0.699

Its net charge is 0. As for the SMILES: [H]/N=C(/N)NCCCC[C@@]1(CON=O)OC(=O)O[C@@H]1O.c1ccncc1.c1ccncc1. Its largest force on an atom is 6.79 eV Å⁻¹. For the LUMO energy, the calculation gives -0.0070 Eh.

=====

Record 3
Computed, not measured: a structure of composition C18H14ClN4O2OsSe at a distorted geometry, with the ωB97M-V functional and the def2-TZVPD basis.

Last column: Mulliken spin population.
Cartesian coordinates (Å):
Os  -0.418  -0.305  0.469  2.667
Cl  -6.939  -0.481  3.986  0.178
C  -5.564  -0.202  3.070  0.274
C  -5.355  1.061  2.460  -0.044
C  -4.230  1.283  1.733  0.123
C  -3.226  0.266  1.566  0.136
O  -2.197  0.601  0.883  0.165
C  -3.462  -1.031  2.162  0.040
C  -2.570  -2.166  1.989  -0.005
O  -1.508  -2.178  1.378  0.073
C  -4.613  -1.232  2.896  0.120
H  -6.094  1.842  2.580  -0.001
H  -4.049  2.242  1.263  -0.001
H  -2.906  -3.107  2.447  0.007
H  -4.796  -2.203  3.345  -0.002
Se  -0.100  1.084  -2.605  0.002
N  -0.860  -0.231  -1.528  0.044
C  -1.883  -0.770  -2.224  -0.069
C  -2.686  -1.859  -1.842  0.040
C  -3.684  -2.270  -2.694  0.018
C  -3.930  -1.635  -3.937  -0.008
C  -3.146  -0.604  -4.367  0.045
C  -2.094  -0.167  -3.526  -0.012
N  -1.234  0.791  -3.836  0.089
H  -2.465  -2.404  -0.934  -0.001
H  -4.289  -3.125  -2.423  0.000
H  -4.734  -1.995  -4.564  0.000
H  -3.301  -0.113  -5.318  0.000
N  3.497  -0.230  5.006  0.059
C  2.531  -0.197  4.112  0.027
C  1.185  0.119  4.462  0.045
C  0.217  0.151  3.509  -0.028
N  0.486  -0.112  2.206  0.039
C  1.767  -0.416  1.858  -0.011
C  2.794  -0.477  2.735  -0.005
H  3.326  -0.049  5.984  -0.002
H  4.447  -0.440  4.740  -0.002
H  0.929  0.339  5.490  0.001
H  -0.805  0.402  3.759  -0.004
H  1.942  -0.616  0.782  0.004
H  3.793  -0.729  2.405  -0.001

Its net charge is +3. Its spin multiplicity is 5. Its largest force on an atom is 1.74 eV Å⁻¹. Its energy above the lowest of the compared OMol25 structures with the same formula, charge and spin is 0.0 kJ/mol. For the LUMO energy (spin up / spin down), the calculation gives -0.4049 / -0.4614 Eh.

=====

Record 4
Computed, not measured: a structure of composition C28H34GeO7Pt at a distorted geometry, with the ωB97M-V functional and the def2-TZVPD basis.

Last column: Mulliken spin population.
Cartesian coordinates (Å):
Pt  2.580  -2.431  0.997  1.426
C  -0.011  -3.718  -0.297  -0.010
O  1.351  -3.543  -0.757  0.054
C  1.447  -2.717  -1.925  0.007
C  2.915  -2.467  -2.028  0.016
O  3.419  -1.517  -1.054  0.041
C  3.308  -0.180  -1.527  0.009
C  4.230  0.674  -0.662  -0.007
O  3.859  2.047  -0.783  0.000
C  4.657  2.649  -1.793  0.000
H  -0.644  -4.236  -1.027  0.000
H  -0.384  -2.767  -0.040  0.016
H  -0.068  -4.330  0.592  -0.001
H  0.847  -1.844  -1.807  -0.003
H  1.078  -3.265  -2.822  0.001
H  3.272  -2.162  -3.015  0.001
H  3.438  -3.381  -1.709  -0.005
H  2.287  0.219  -1.414  0.004
H  3.645  -0.012  -2.525  -0.003
H  5.315  0.495  -0.904  0.000
H  4.090  0.338  0.381  0.004
H  5.645  2.859  -1.341  0.000
H  4.130  3.575  -2.084  0.000
H  4.699  2.009  -2.634  0.000
O  2.719  -0.560  2.225  0.099
C  1.731  -0.064  1.690  -0.005
O  1.109  -0.701  0.725  0.163
C  1.397  1.403  1.841  0.008
C  -0.095  1.835  1.876  0.002
Ge  -1.565  1.096  0.739  -0.001
C  -2.025  -0.816  1.000  0.003
C  -1.394  -1.502  2.009  0.001
C  -1.856  -2.729  2.322  0.000
C  -2.928  -3.360  1.615  -0.001
C  -3.515  -2.695  0.581  0.000
C  -3.015  -1.397  0.251  0.001
C  -3.057  2.160  1.194  -0.001
C  -3.962  1.709  2.176  0.000
C  -5.117  2.327  2.460  0.000
C  -5.407  3.526  1.824  0.000
C  -4.547  4.142  0.952  0.000
C  -3.342  3.426  0.660  0.000
C  -1.207  1.694  -1.105  0.003
C  -2.150  1.813  -2.145  0.000
C  -1.738  2.100  -3.422  0.000
C  -0.414  2.338  -3.709  0.000
C  0.524  2.178  -2.753  0.001
C  0.136  1.853  -1.431  -0.004
H  1.904  1.786  0.921  -0.002
H  1.852  1.786  2.750  0.004
H  -0.176  2.911  1.625  0.000
H  -0.526  1.943  2.878  -0.001
H  -0.561  -1.036  2.486  -0.007
H  -1.326  -3.283  3.040  0.001
H  -3.340  -4.289  2.025  0.000
H  -4.369  -3.076  0.027  0.000
H  -3.504  -0.876  -0.557  0.000
H  -3.758  0.717  2.686  0.000
H  -5.840  1.979  3.181  0.000
H  -6.380  3.887  2.102  0.000
H  -4.624  5.086  0.497  0.000
H  -2.771  3.789  -0.179  0.000
H  -3.193  1.617  -1.915  0.000
H  -2.406  2.184  -4.298  0.000
H  -0.071  2.676  -4.655  0.000
H  1.529  2.414  -3.039  0.000
H  0.833  1.712  -0.649  0.000
O  3.771  -4.173  1.722  0.069
C  2.843  -4.517  2.467  -0.015
O  1.708  -3.897  2.453  0.133
H  3.015  -5.410  3.034  -0.001

Its net charge is 0. Its spin multiplicity is 3. Its largest force on an atom is 3.46 eV Å⁻¹. Its energy above the lowest of the compared OMol25 structures with the same formula, charge and spin is 96.0 kJ/mol. For the LUMO energy (spin up / spin down), the calculation gives 0.0214 / 0.0024 Eh.

=====

Record 5
Computed, not measured: a cluster of 2 separate species, C4H8NS in total at a distorted geometry, with the ωB97M-V functional and the def2-TZVPD basis.

Last column: Mulliken charge in e.
Cartesian coordinates (Å):
C  -2.735  -0.912  -0.747  -0.215
C  -2.626  0.335  -0.973  -0.192
C  1.220  -0.723  -0.395  -0.569
C  0.707  1.778  0.756  -0.192
N  -1.654  -0.310  0.000  -0.471
S  1.392  1.053  -0.535  0.292
H  -3.143  -1.937  -0.748  0.340
H  -2.910  1.445  -1.048  0.307
H  1.377  -1.191  -1.301  0.404
H  0.192  -0.833  0.196  0.166
H  1.868  -1.234  0.289  0.370
H  0.682  2.843  0.810  0.310
H  0.197  1.197  1.542  0.251
H  -1.729  -0.236  1.126  0.200

Its net charge is +1. Its largest force on an atom is 4.68 eV Å⁻¹. Its energy above the lowest of the compared OMol25 structures with the same formula, charge and spin is 534.5 kJ/mol. For the LUMO energy, the calculation gives -0.2265 Eh.

=====

Record 6
Computed, not measured: a cluster of 2 separate species, C5H8N2O in total at a distorted geometry, with the ωB97M-V functional and the def2-TZVPD basis.

Last column: Mulliken charge in e.
Cartesian coordinates (Å):
C  -0.480  1.179  1.666  -1.366
C  0.180  0.379  -2.529  0.525
C  0.338  0.335  0.717  1.180
C  -0.488  -0.321  -0.404  -0.062
C  1.335  -0.394  1.271  -1.009
O  -0.743  -0.282  -3.155  -0.480
N  1.179  0.979  -2.288  -0.438
N  -0.457  -1.555  -0.808  -0.885
H  -0.932  -1.087  -2.599  0.386
H  0.302  -2.111  -0.419  0.141
H  -1.444  0.211  -0.471  0.392
H  -1.555  1.202  1.494  0.386
H  -0.126  2.209  1.655  0.306
H  -0.433  0.862  2.708  0.368
H  1.683  -1.331  0.863  0.235
H  1.639  -0.274  2.299  0.321

Its net charge is 0. As for the SMILES: [H]/N=C\C(=C)C.N#CO. Its largest force on an atom is 4.29 eV Å⁻¹. Its energy above the lowest of the compared OMol25 structures with the same formula, charge and spin is 353.6 kJ/mol. For the LUMO energy, the calculation gives -0.0055 Eh.

=====

Record 7
Computed, not measured: the ion C5H6N with charge +1 at a distorted geometry, with the ωB97M-V functional and the def2-TZVPD basis.

Last column: Mulliken charge in e.
Cartesian coordinates (Å):
C  0.437  0.099  -1.104  0.143
C  1.411  0.750  -1.443  0.055
C  -2.215  -0.984  1.000  -0.692
C  -1.391  -0.018  0.536  0.105
C  2.469  1.086  -0.748  -0.184
N  -0.354  -0.538  -0.299  -0.167
H  -3.096  -0.525  1.543  0.240
H  -1.949  -1.994  0.966  0.317
H  -1.436  1.095  0.694  0.328
H  3.483  0.496  -0.702  0.264
H  2.674  2.001  -0.282  0.298
H  -0.033  -1.467  -0.161  0.293

Its net charge is +1. As for the SMILES: C=C=C=[NH+]C=C. Its largest force on an atom is 4.90 eV Å⁻¹. Its energy above the lowest of the compared OMol25 structures with the same formula, charge and spin is 470.0 kJ/mol. For the LUMO energy, the calculation gives -0.2119 Eh.

=====

- What is the net charge in the fourth record?
  0